[1]
Density functional theory data (wB97M-V/def2-TZVPD) for a cluster of 2 separate species, C2H8S3 in total.

Its gap between HOMO and LUMO is 9.10 eV. The calculation puts the total energy at -34708.15811 eV. As for the LUMO energy: 0.30 eV.

Geometry as ORCA input:
```
! wB97M-V def2-TZVPD RIJCOSX def2/J DEFGRID3
* xyz 0 1
S -4.012 -1.180 0.990
S 0.807 -0.622 0.521
S -2.177 -1.101 1.968
C 2.089 1.596 -0.748
C 1.036 0.407 -1.005
H 1.338 -0.266 -1.875
H 2.765 1.685 -1.564
H 2.895 1.142 0.002
H -2.617 -1.610 3.189
H 1.676 2.600 -0.434
H -3.583 -2.003 -0.093
H -0.331 -1.410 0.333
H 0.115 0.763 -1.281
*
```

natural (NBO) population analysis, charges in e, atoms 1 to 2: S -0.146; S -0.091

[2]
Density functional theory data (wB97M-V/def2-TZVPD) for a cluster of 2 separate species, C2H8S3 in total.

Its gap between HOMO and LUMO is 9.46 eV. The calculation puts the total energy at -34709.14241 eV. As for the LUMO energy: 0.47 eV.

Geometry as ORCA input:
```
! wB97M-V def2-TZVPD RIJCOSX def2/J DEFGRID3
* xyz 0 1
S 0.542 2.301 0.231
S -0.025 -1.860 0.910
S -1.629 -1.213 -0.211
C -0.930 -0.935 -1.856
C 2.339 2.045 -0.053
H 2.854 2.933 0.294
H 0.273 1.119 0.773
H 0.112 -0.749 1.625
H 2.661 1.180 0.515
H -1.329 0.020 -2.208
H -1.265 -1.734 -2.517
H 0.150 -0.887 -1.820
H 2.501 1.841 -1.111
*
```

natural (NBO) population analysis, charges in e, atoms 1 to 2: S -0.056; S -0.125

[3]
Density functional theory data (wB97M-V/def2-TZVPD) for a cluster of 2 separate species, C2H9ClNSi in total.

Its gap between HOMO and LUMO is 3.59 eV. The calculation puts the total energy at -24100.10600 eV. As for the LUMO energy: -7.20 eV.

Geometry as ORCA input:
```
! wB97M-V def2-TZVPD RIJCOSX def2/J DEFGRID3
* xyz 1 1
Cl 5.105 -0.692 -0.014
Si 4.449 1.074 -0.066
N -0.547 -0.457 -0.606
C -0.407 -1.610 0.228
C -1.005 0.789 0.015
H 3.095 1.285 0.006
H 0.420 -2.179 -0.409
H -0.453 0.866 0.881
H -1.233 -2.272 0.381
H -0.827 1.508 -0.822
H -2.070 0.805 0.276
H 0.241 -1.271 1.043
H 5.322 2.404 -0.055
H -0.677 -0.640 -1.631
*
```

natural (NBO) population analysis, charges in e, atoms 1 to 2: Cl -0.164; Si 1.374